# C42H30BrClIrN4O4PS2

C42H30BrClIrN4O4PS2 as an isolated structure (ωB97M-V with the def2-TZVPD basis set, OMol25).

Structure (ORCA input):
```
! wB97M-V def2-TZVPD RIJCOSX def2/J DEFGRID3
* xyz 0 1
Ir 1.54702 -0.09805 -0.98168
Br 3.59213 -1.59905 -1.41314
C 4.18572 -0.55094 -2.89300
C 5.37230 -0.89573 -3.46210
C 5.83541 -0.15090 -4.56390
C 5.08261 0.87962 -5.04136
C 3.84143 1.22650 -4.45297
C 3.07126 2.28246 -4.99224
C 1.86795 2.58823 -4.43848
C 1.39691 1.87735 -3.31426
C 2.09895 0.86405 -2.70838
C 3.35392 0.51030 -3.32282
H 5.94683 -1.72795 -3.07928
H 6.77923 -0.40976 -5.02377
H 5.42104 1.45469 -5.89444
H 3.45095 2.82236 -5.85068
H 1.25810 3.38184 -4.85208
H 0.43416 2.17594 -2.92916
Cl 3.01594 1.54333 0.22947
C 2.19165 3.03645 -0.22426
C 2.95352 4.18349 -0.29496
C 2.32375 5.36614 -0.65693
C 0.96580 5.37184 -0.93138
C 0.22712 4.19937 -0.84800
C 0.82994 2.99708 -0.49259
P -0.08028 1.39233 -0.40002
C -1.62992 1.75022 -1.26906
C -2.61090 2.48212 -0.60053
C -3.79051 2.82229 -1.24550
C -3.99985 2.43171 -2.55903
C -3.02994 1.69466 -3.22363
C -1.85123 1.34928 -2.58338
C -0.57620 1.34264 1.35887
C -1.60473 0.47915 1.74063
C -2.02767 0.43229 3.05903
C -1.42344 1.23865 4.01473
C -0.40203 2.10250 3.64245
C 0.01445 2.16372 2.31895
H 4.01363 4.15226 -0.08458
H 2.90192 6.27727 -0.73025
H 0.47629 6.29204 -1.22060
H -0.82923 4.21179 -1.07898
H -2.46632 2.78178 0.42943
H -4.54885 3.38105 -0.71321
H -4.92527 2.68678 -3.05874
H -3.19862 1.36497 -4.24028
H -1.12953 0.72498 -3.08871
H -2.07504 -0.15797 0.99642
H -2.83243 -0.23939 3.33243
H -1.75536 1.20135 5.04443
H 0.06417 2.74595 4.37763
H 0.79313 2.86463 2.05387
O -1.64900 -0.97999 -0.44117
N -1.50680 -2.22984 -0.75152
C -2.22279 -3.16973 -0.08714
C -2.10031 -4.50531 -0.39209
C -1.22098 -4.90170 -1.39083
C -0.46374 -3.94001 -2.03158
C -0.60217 -2.59504 -1.70922
S 0.33590 -1.35690 -2.51705
H -2.86898 -2.80682 0.69808
H -2.68860 -5.19634 0.19435
H -1.10970 -5.94643 -1.64745
H 0.26533 -4.20222 -2.78616
O -4.24813 -4.29221 2.38470
S -4.55089 -4.03605 3.78506
O -5.28520 -2.80666 4.01483
O -4.98663 -5.19297 4.52844
C -2.93574 -3.60702 4.51235
N -2.86631 -3.50815 5.84199
C -1.72050 -3.08961 6.34662
C -0.63320 -2.72580 5.56076
C -0.80411 -2.87206 4.19755
N -1.94152 -3.33335 3.67327
C 0.17947 -2.43009 3.17301
C 0.91798 -1.26757 3.31760
C 1.47755 -0.69150 2.19553
N 1.39987 -1.23350 0.97809
C 0.88228 -2.47227 0.89060
C 0.24327 -3.08810 1.94465
H -1.66347 -3.02767 7.42876
H 0.28719 -2.36477 5.99884
H 0.94954 -0.73189 4.25647
H 1.95323 0.27617 2.26581
H 0.93264 -2.94772 -0.07434
H -0.27536 -4.02458 1.80118
*
```

Its electronic energy is -174554.0265 eV. The calculation puts the LUMO energy at -0.92 eV. The HOMO energy is -0.278 Eh.

# C42H30BrN4O4STi

C42H30BrN4O4STi as an isolated structure (ωB97M-V with the def2-TZVPD basis set, OMol25).

Structure (ORCA input):
```
! wB97M-V def2-TZVPD RIJCOSX def2/J DEFGRID3
* xyz -1 1
Ti -0.20389 -0.20038 0.61174
C -0.64855 -1.33089 3.79723
O -0.12332 -1.50383 2.49080
C 0.68244 -2.61227 2.29852
C 0.91901 -3.59035 3.24215
C 1.74770 -4.66461 2.92882
C 2.33224 -4.73865 1.67294
C 2.08415 -3.76680 0.71777
C 1.23891 -2.68951 1.00927
N 0.89648 -1.71415 0.10221
N 1.41320 -1.91816 -1.14980
C 1.58052 -0.89718 -1.98843
C 1.41155 0.47585 -1.64275
O 0.89224 0.81863 -0.45647
C 1.85459 1.46364 -2.53422
C 2.39113 1.16646 -3.76411
C 2.50334 -0.17605 -4.18719
C 3.03563 -0.53427 -5.44777
C 3.13615 -1.84574 -5.83079
C 2.69190 -2.86738 -4.97409
C 2.16739 -2.55009 -3.74439
C 2.07909 -1.21367 -3.31407
H 0.16066 -1.26689 4.52543
H -1.20332 -0.39847 3.80607
H -1.32264 -2.15456 4.04560
H 0.46959 -3.54089 4.22519
H 1.93021 -5.43083 3.67157
H 2.99515 -5.56210 1.43455
H 2.51809 -3.80624 -0.26911
H 1.75297 2.49872 -2.21961
H 2.72003 1.96189 -4.42455
H 3.36615 0.25585 -6.11474
H 3.55116 -2.10025 -6.80014
H 2.76138 -3.90355 -5.28492
H 1.80084 -3.31613 -3.07405
Br -1.86323 -3.06551 0.36681
C -2.12827 -2.56443 -1.46590
C -2.58643 -3.56010 -2.28302
C -2.96509 -3.25991 -3.60072
C -2.92069 -1.96835 -4.03823
C -2.46232 -0.92723 -3.19823
C -2.51801 0.40965 -3.63768
C -2.14843 1.42312 -2.79859
C -1.61800 1.12687 -1.53535
C -1.45312 -0.16514 -1.05560
C -1.98280 -1.21060 -1.87610
H -2.68138 -4.56695 -1.90043
H -3.33496 -4.04895 -4.24356
H -3.26577 -1.70996 -5.03302
H -2.87461 0.61833 -4.63995
H -2.21937 2.45308 -3.12889
H -1.29920 1.96207 -0.91577
O 1.57372 1.24126 3.98929
S 1.50987 1.28331 2.54470
O 2.22683 0.24535 1.84832
N 0.01191 1.23158 1.98726
C -1.03857 1.89793 2.59048
C -0.94115 2.98011 3.45095
C -2.09916 3.57315 3.97026
C -3.34610 3.10011 3.65668
C -3.48519 1.98569 2.80410
C -4.72350 1.40903 2.46834
C -4.73373 0.32207 1.63231
C -3.53534 -0.19373 1.14086
N -2.34451 0.28608 1.44703
C -2.32227 1.38010 2.26486
C 2.13904 2.89289 2.07447
C 1.71189 3.48203 0.89325
C 2.15599 4.75484 0.57124
C 3.01293 5.43027 1.43077
C 3.42820 4.83650 2.61509
C 2.98691 3.56345 2.94151
H 0.03700 3.34893 3.71952
H -2.00229 4.42253 4.63487
H -4.23476 3.56594 4.06533
H -5.64345 1.82053 2.86439
H -5.66402 -0.14966 1.34693
H -3.55606 -1.02923 0.45663
H 1.05452 2.92645 0.23662
H 1.83486 5.22374 -0.34993
H 3.35582 6.42627 1.17847
H 4.09049 5.36892 3.28568
H 3.27961 3.08040 3.86527
*
```

Its electronic energy is -162187.3025 eV. The calculation puts the LUMO energy (alpha / beta) at 1.71 / 1.71 eV. The HOMO energy (alpha / beta) is -0.078 / -0.078 Eh.

# C42H30Cl5N4S7V

C42H30Cl5N4S7V as an isolated structure (ωB97M-V with the def2-TZVPD basis set, OMol25).

Structure (ORCA input):
```
! wB97M-V def2-TZVPD RIJCOSX def2/J DEFGRID3
* xyz 0 3
V 2.85227 0.24448 0.64410
Cl 4.86697 2.07414 -1.13274
C 5.51211 0.59893 -0.56352
C 4.65147 -0.33505 -0.00773
C 5.16394 -1.60632 0.24554
Cl 4.11160 -2.83841 0.77955
C 6.52428 -1.91173 0.06746
Cl 7.13137 -3.47697 0.38091
C 7.42140 -0.90181 -0.35521
Cl 9.08767 -1.20039 -0.45186
C 6.89029 0.35681 -0.69810
Cl 7.94200 1.57805 -1.27950
N 1.94810 1.21413 -0.74982
S 0.58391 1.85666 -0.42416
N -0.74284 1.05662 -0.93575
S -1.58361 0.04726 -0.06661
N -0.81890 -1.08585 0.74238
S 0.45115 -1.84698 0.08745
N 1.79630 -1.17087 0.17686
C 0.38296 -3.41949 0.89291
C -0.50106 -3.64605 1.94472
C -0.56180 -4.91946 2.52900
C 0.27709 -5.94338 2.08060
C 1.16428 -5.70374 1.02906
C 1.21477 -4.44339 0.42102
C -0.05030 -2.18494 -1.57081
C -1.01886 -3.17552 -1.80426
C -1.47185 -3.38501 -3.11592
C -0.97603 -2.61392 -4.16670
C -0.00400 -1.63529 -3.93027
C 0.46081 -1.42310 -2.61952
C -2.73506 -0.66065 -1.18527
C -2.82329 -0.19740 -2.49042
C -3.81140 -0.76434 -3.34021
C -4.65480 -1.75395 -2.86472
C -4.54864 -2.20950 -1.55404
C -3.57459 -1.65424 -0.69440
C -2.62910 0.83364 1.12164
C -2.71526 0.35863 2.42206
C -3.62748 0.98047 3.31104
C -4.41793 2.03566 2.87619
C -4.32222 2.48574 1.56530
C -3.41161 1.88902 0.66366
C 0.38377 3.39089 -1.29077
C 1.46249 4.28246 -1.36037
C 1.30004 5.50484 -2.01736
C 0.06757 5.84409 -2.57945
C -0.99523 4.95918 -2.49360
C -0.83741 3.72398 -1.84596
C 0.15286 2.20559 1.27805
C -0.58352 3.36433 1.54855
C -1.03379 3.59896 2.85384
C -0.72525 2.71727 3.87757
C 0.00693 1.55697 3.59645
C 0.41238 1.29443 2.29556
H -1.16410 -2.87868 2.32741
H -1.23817 -5.07633 3.36170
H 0.23495 -6.91319 2.55583
H 1.82862 -6.47788 0.67941
H 1.88468 -4.27123 -0.40437
H -1.43593 -3.74276 -0.98210
H -2.23503 -4.12543 -3.28999
H -1.33428 -2.77767 -5.17010
H 0.41302 -1.02781 -4.72543
H 1.21191 -0.66226 -2.43455
H -2.15538 0.56250 -2.87551
H -3.88246 -0.40584 -4.35929
H -5.41596 -2.16808 -3.51462
H -5.18635 -2.99532 -1.17058
H -3.48441 -1.98729 0.32895
H -2.08137 -0.43721 2.78828
H -3.68040 0.60877 4.32631
H -5.10945 2.49978 3.56507
H -4.93439 3.31009 1.21497
H -3.34299 2.23309 -0.35810
H 2.40440 4.01080 -0.91477
H 2.14548 6.17188 -2.09262
H -0.05475 6.79821 -3.06615
H -1.96666 5.19803 -2.91041
H -1.68711 3.05864 -1.80117
H -0.83463 4.10232 0.79295
H -1.61264 4.49368 3.07115
H -1.06661 2.91939 4.87825
H 0.27341 0.85254 4.37344
H 0.96148 0.36981 2.07815
S 3.35572 -0.67602 2.75920
S 3.53475 0.62569 4.26477
S 3.13250 2.54980 3.40509
S 3.47722 2.31258 1.45640
*
```

Its electronic energy is -214139.6770 eV. The calculation puts the LUMO energy (alpha / beta) at -0.99 / -0.98 eV. The HOMO energy (alpha / beta) is -0.194 / -0.193 Eh. Its expectation value of S² is 2.03.

These records have F_max values of 0.96; 1.97; 7.36 eV Å⁻¹, in the order they appear.